# 1
Density functional theory data (ωB97M-V with the def2-TZVPD basis set) for a molecular structure, C29H26AsBBrF10MnN2O2.

Results
2S+1	4
highest occupied orbital energy (spin up / spin down)	-11.1 / -11.2	eV
Kohn-Sham gap (spin up / spin down)	5.85 / 7.06	eV
<S²>	3.93
LUMO energy (spin up / spin down)	-5.3 / -4.1	eV
total charge	+1

CARTESIAN COORDINATES (ANGSTROEM)
1 Mn -0.04632 0.33773 0.67956
2 Br -5.10973 5.67096 0.16958
3 C -3.89693 4.23820 0.01114
4 C -3.98756 3.36978 -1.07930
5 C -3.11095 2.31645 -1.20784
6 C -2.11460 2.09144 -0.24818
7 O -1.30466 1.05814 -0.44009
8 C -2.01656 2.97445 0.84500
9 C -0.99938 2.86762 1.85144
10 N -0.09549 1.95661 1.89898
11 C 0.89961 1.91563 2.90443
12 C 1.26735 2.94584 3.72845
13 C 2.23795 2.73832 4.72845
14 C 2.82203 1.51445 4.89479
15 C 2.48083 0.44276 4.03797
16 C 3.04104 -0.84994 4.14350
17 C 2.66310 -1.82435 3.26656
18 C 1.74089 -1.51076 2.25667
19 N 1.20544 -0.31841 2.12793
20 C 1.53725 0.66245 3.02358
21 C -2.92239 4.04472 0.95743
22 H -4.75413 3.52797 -1.82564
23 H -3.17866 1.64385 -2.05182
24 H -1.01504 3.63169 2.62695
25 H 0.83050 3.92900 3.62258
26 H 2.51017 3.56291 5.37152
27 H 3.55452 1.35072 5.67367
28 H 3.76260 -1.05345 4.92426
29 H 3.06182 -2.82608 3.32067
30 H 1.44689 -2.26210 1.54058
31 H -2.84233 4.71782 1.80096
32 F -0.90740 -2.52395 2.25408
33 B -1.58875 -1.49365 2.86876
34 F -1.49304 -0.31654 1.73712
35 F -0.94836 -0.96658 3.93924
36 F -2.91408 -1.68805 2.97775
37 C 2.28196 1.66207 -2.33130
38 C 2.52489 1.12458 -0.92290
39 O 1.32564 0.98033 -0.25385
40 C 3.33314 2.17139 -0.11012
41 F 4.45854 2.53358 -0.72862
42 F 3.65872 1.70879 1.10953
43 F 2.58555 3.26929 0.06516
44 C 3.32280 -0.19294 -1.00889
45 F 3.52401 -0.76510 0.18760
46 F 2.64394 -1.09766 -1.75192
47 F 4.50969 -0.01519 -1.58339
48 H 1.80318 2.63586 -2.25737
49 H 1.61471 0.98551 -2.85981
50 H 3.21306 1.76077 -2.88650
51 C -2.45901 -2.07191 -0.46896
52 As -0.60048 -1.65409 -0.73546
53 C 0.30153 -3.35140 -0.56063
54 C -0.47173 -1.12998 -2.61784
55 C -1.11761 -2.14519 -3.51337
56 C -2.45961 -2.02918 -3.86828
57 C -3.05762 -2.98054 -4.67942
58 C -2.32025 -4.05995 -5.14513
59 C -0.98012 -4.17863 -4.80595
60 C -0.38225 -3.22553 -3.99560
61 H -2.73399 -2.80174 -1.22920
62 H -3.04739 -1.16454 -0.58815
63 H -2.60952 -2.48031 0.52643
64 H -0.11436 -3.99972 -1.33349
65 H 0.07947 -3.77159 0.41835
66 H 1.37340 -3.24378 -0.70634
67 H 0.58331 -1.01356 -2.84448
68 H -0.94933 -0.15287 -2.67515
69 H -3.03842 -1.18483 -3.51232
70 H -4.09854 -2.87617 -4.95377
71 H -2.78633 -4.80069 -5.77986
72 H -0.39709 -5.00910 -5.17988
73 H 0.67044 -3.31166 -3.74990

Atoms 1-2, force components in eV/Å:
0.18 0.13 0.03
0.00 0.01 0.01

# 2
Density functional theory data (ωB97M-V with the def2-TZVPD basis set) for a molecular structure, C29H26AsNO6PPdS2.

Results
2S+1	3
highest occupied orbital energy (spin up / spin down)	-4.8 / -4.9	eV
Kohn-Sham gap (spin up / spin down)	6.92 / 6.60	eV
<S²>	2.01
LUMO energy (spin up / spin down)	2.1 / 1.7	eV
total charge	-1

CARTESIAN COORDINATES (ANGSTROEM)
1 Pd -0.52238 -0.86652 -1.00691
2 O -4.57706 0.10344 -2.02458
3 As -3.10563 1.04036 -2.07968
4 O -3.39355 2.62829 -2.32288
5 O -2.19101 0.67126 -0.71693
6 C -1.98694 0.36767 -3.53449
7 C -1.40406 1.37928 -4.28766
8 C -0.33606 1.11675 -5.13734
9 C 0.18977 -0.16342 -5.20434
10 C -0.39803 -1.18729 -4.47231
11 C -1.50197 -0.94378 -3.65705
12 S -2.36144 -2.40481 -3.05387
13 O -3.54645 -2.51751 -3.86990
14 O -1.41137 -3.48806 -3.15127
15 O -2.66705 -2.02246 -1.65580
16 H -4.29810 -0.82182 -1.90124
17 H -1.78070 2.38904 -4.17314
18 H 0.09718 1.92092 -5.72019
19 H 1.04295 -0.37988 -5.83516
20 H -0.01922 -2.19931 -4.52188
21 C -2.46254 -1.23803 1.59708
22 C -1.13948 -1.88923 1.83365
23 C -0.87169 -2.50435 3.08635
24 C 0.31267 -3.13558 3.29447
25 C 1.26831 -3.20101 2.25098
26 C 2.49726 -3.87474 2.40936
27 C 3.36912 -3.92548 1.35750
28 C 3.05227 -3.31571 0.13657
29 C 1.86578 -2.63229 -0.07274
30 S 1.56508 -1.87016 -1.61339
31 C 0.94867 -2.57517 1.02845
32 N -0.24241 -1.90954 0.87636
33 H -3.08579 -1.33975 2.48366
34 H -2.95948 -1.69648 0.73867
35 H -2.36418 -0.18100 1.34166
36 H -1.63066 -2.45056 3.85445
37 H 0.53436 -3.60496 4.24592
38 H 2.71843 -4.34617 3.35907
39 H 4.31548 -4.44351 1.45572
40 H 3.75499 -3.37406 -0.68543
41 C 0.11197 2.59781 -1.38694
42 P 0.29220 1.32660 -0.09892
43 C -0.62883 1.91777 1.35242
44 C -0.25413 1.44142 2.60745
45 C -0.97943 1.78771 3.73800
46 C -2.07559 2.63037 3.62443
47 C -2.44409 3.11923 2.37813
48 C -1.73595 2.75679 1.24288
49 C 1.99948 1.62267 0.50963
50 C 2.90922 0.58339 0.64041
51 C 4.17596 0.80992 1.16787
52 C 4.54672 2.08299 1.56416
53 C 3.64275 3.13319 1.44123
54 C 2.38025 2.90172 0.92398
55 H 0.54827 3.54790 -1.07650
56 H -0.93804 2.74431 -1.63563
57 H 0.63625 2.23913 -2.27418
58 H 0.61001 0.79281 2.70632
59 H -0.68464 1.39623 4.70395
60 H -2.64511 2.90229 4.50467
61 H -3.30441 3.76920 2.28050
62 H -2.07271 3.09135 0.27026
63 H 2.63971 -0.40678 0.30923
64 H 4.86709 -0.01875 1.26092
65 H 5.53482 2.26376 1.96926
66 H 3.91929 4.13088 1.75920
67 H 1.67387 3.72175 0.86551

Atoms 1-2, force components in eV/Å:
-0.25 0.85 0.35
-0.05 0.09 0.02

# 3
Density functional theory data (ωB97M-V with the def2-TZVPD basis set) for a molecular structure, C29H26ClIN2O2S2SiTi.

Results
2S+1	2
highest occupied orbital energy (spin up / spin down)	-10.0 / -10.7	eV
Kohn-Sham gap (spin up / spin down)	6.13 / 6.85	eV
<S²>	0.75
LUMO energy (spin up / spin down)	-3.9 / -3.8	eV
total charge	+1

CARTESIAN COORDINATES (ANGSTROEM)
1 Ti -0.28463 0.24050 0.14568
2 C -1.28622 0.32916 5.60881
3 Si 0.46755 1.03801 5.46915
4 C 1.66291 -0.11681 6.40643
5 C 0.55452 2.79901 6.19321
6 C 1.21621 1.20500 3.70513
7 C 2.54738 1.57355 3.60131
8 C 3.16700 1.71993 2.36122
9 C 2.43697 1.45786 1.22344
10 N 1.14743 1.08329 1.27493
11 C 0.54600 0.98199 2.49648
12 S -1.12592 0.55555 2.33529
13 H -1.56773 0.29028 6.65842
14 H -1.35458 -0.68069 5.21481
15 H -2.02342 0.93485 5.09207
16 H 1.36792 -0.16996 7.44935
17 H 2.69060 0.23167 6.38109
18 H 1.65097 -1.12982 6.01409
19 H 0.27069 2.78611 7.24040
20 H -0.11521 3.48393 5.68216
21 H 1.55632 3.21345 6.13421
22 H 3.11447 1.74989 4.50125
23 H 4.19863 2.02376 2.29217
24 H 2.87748 1.56098 0.23384
25 Cl -4.42356 2.96049 -4.33962
26 C -3.69329 1.96880 -3.13411
27 C -4.29312 0.77172 -2.79440
28 C -3.70163 -0.06954 -1.85844
29 I -4.52415 -1.92774 -1.33807
30 C -2.51178 0.28698 -1.23801
31 O -1.83268 -0.48446 -0.39853
32 C -1.93944 1.54139 -1.54049
33 N -0.78204 1.81462 -0.83729
34 C -0.13995 2.96649 -1.15389
35 C -0.61376 3.84432 -2.11412
36 C -1.79049 3.58789 -2.80092
37 C -2.49327 2.39782 -2.51790
38 H -5.22177 0.48762 -3.26503
39 H 0.76292 3.18319 -0.58682
40 H -0.05955 4.74848 -2.31264
41 H -2.16978 4.27639 -3.53732
42 O 0.68661 -1.40332 -0.09439
43 S -0.13543 -2.37856 -0.94008
44 C 1.10480 -3.48527 -1.64570
45 C 2.35377 -3.01160 -2.01016
46 C 3.25628 -3.87870 -2.60108
47 C 2.90678 -5.20296 -2.81545
48 C 1.65706 -5.66990 -2.44000
49 C 0.74573 -4.80804 -1.85244
50 C -0.39601 -1.45879 -2.47482
51 C 0.30553 -0.28717 -2.73216
52 C -0.03606 0.46851 -3.84644
53 C -1.06569 0.05756 -4.68083
54 C -1.73680 -1.12811 -4.43041
55 C -1.39952 -1.89360 -3.32547
56 H 2.61649 -1.97999 -1.82325
57 H 4.22856 -3.52237 -2.90245
58 H 3.61337 -5.87478 -3.27626
59 H 1.39336 -6.70219 -2.60649
60 H -0.23308 -5.15401 -1.55782
61 H 1.13913 0.02590 -2.09428
62 H 0.50250 1.37919 -4.06349
63 H -1.33852 0.65945 -5.53348
64 H -2.53070 -1.45441 -5.08338
65 H -1.92616 -2.81281 -3.11700

Atoms 1-2, force components in eV/Å:
2.42 -0.67 3.24
0.54 0.28 -0.18